DFT (the ωB97M-V functional and the def2-TZVPD basis) results for 12 unconnected molecules or ions with the total composition C27H59Cl2F9N8O15S3.

CARTESIAN COORDINATES (ANGSTROEM)
C1 2.00 3.46 -5.97
C2 1.22 2.60 -4.99
O1 1.31 1.41 -4.79
N1 0.05 3.26 -4.22
H1 0.38 3.35 -3.27
H2 -0.18 4.19 -4.53
C3 -1.24 2.49 -4.24
H3 3.03 3.63 -5.63
H4 1.52 4.43 -5.96
H5 1.89 3.09 -6.99
H6 -1.72 2.53 -5.21
H7 -1.80 3.09 -3.52
H8 -1.15 1.45 -3.95
C4 -1.20 -0.25 -1.70
C5 -0.31 -1.05 -0.69
O2 0.67 -1.71 -1.04
N2 -0.73 -1.00 0.75
H9 -1.46 -0.32 0.88
H10 -1.12 -1.87 1.09
C6 0.45 -0.80 1.63
H11 -0.70 -0.14 -2.67
H12 -1.33 0.75 -1.28
H13 -2.19 -0.69 -1.71
H14 0.05 -0.84 2.64
H15 0.79 0.24 1.58
H16 1.23 -1.54 1.47
C7 2.78 -0.37 4.80
C8 3.59 -1.03 5.84
O3 4.54 -1.76 5.53
N3 2.95 -1.29 7.26
H17 3.69 -1.76 7.76
H18 2.70 -0.38 7.63
C9 1.77 -2.17 7.37
H19 3.22 -0.27 3.81
H20 2.62 0.63 5.20
H21 1.82 -0.88 4.73
H22 1.60 -2.03 8.43
H23 1.94 -3.18 6.99
H24 0.77 -1.84 7.07
C10 -2.02 -3.42 6.21
C11 -1.47 -2.33 5.29
O4 -0.37 -2.33 4.77
N4 -2.31 -1.05 5.30
H25 -2.31 -0.66 4.36
H26 -3.30 -1.25 5.32
C12 -1.91 0.00 6.29
H27 -2.62 -2.99 7.01
H28 -1.20 -4.05 6.54
H29 -2.75 -4.06 5.71
H30 -2.27 -0.35 7.25
H31 -2.56 0.84 6.01
H32 -0.83 0.12 6.35
C13 3.35 -1.11 -2.24
C14 4.70 -0.35 -2.09
O5 5.09 0.42 -2.93
N5 5.41 -0.66 -0.79
H33 5.36 -1.65 -0.59
H34 6.40 -0.62 -1.00
C15 5.00 0.19 0.37
H35 2.55 -0.41 -2.46
H36 3.04 -1.51 -1.28
H37 3.45 -1.89 -3.00
H38 5.81 0.51 1.03
H39 4.05 -0.25 0.67
H40 4.75 1.18 0.00
C16 2.23 3.06 3.77
C17 0.85 2.69 4.21
O6 0.37 1.61 4.02
N6 0.04 3.63 5.03
H41 -0.48 3.09 5.71
H42 0.64 4.24 5.56
C18 -1.00 4.33 4.05
H43 2.99 2.28 3.79
H44 2.53 3.96 4.32
H45 2.19 3.35 2.72
H46 -1.55 3.65 3.40
H47 -0.59 5.02 3.31
H48 -1.69 4.88 4.68
C19 -1.31 -1.33 -6.64
C20 -2.24 -1.41 -5.37
N7 -3.64 -1.70 -5.72
C21 -4.20 -2.97 -5.79
C22 -5.47 -2.87 -6.37
N8 -5.66 -1.49 -6.66
C23 -4.50 -0.86 -6.34
C24 -6.94 -0.99 -7.28
H49 -1.54 -2.29 -7.10
H50 -0.24 -1.22 -6.48
H51 -1.73 -0.55 -7.27
H52 -2.21 -0.41 -4.95
H53 -1.83 -2.12 -4.65
H54 -3.63 -3.83 -5.45
H55 -6.24 -3.57 -6.69
H56 -4.29 0.10 -6.78
H57 -6.75 0.02 -7.63
H58 -7.65 -0.79 -6.48
H59 -7.50 -1.63 -7.95
Cl1 -2.66 1.05 2.27
Cl2 -1.71 -3.75 1.85
C25 3.92 -3.63 2.29
F1 4.96 -3.51 3.07
F2 3.05 -4.47 2.85
F3 3.25 -2.44 2.21
S1 4.39 -4.24 0.41
O7 5.07 -3.16 -0.38
O8 5.18 -5.45 0.63
O9 3.12 -4.64 -0.07
C26 2.96 3.80 -1.34
F4 3.24 2.99 -2.32
F5 3.99 3.98 -0.46
F6 2.58 4.92 -1.94
S2 1.52 2.91 -0.41
O10 1.25 3.84 0.68
O11 0.48 2.84 -1.41
O12 2.07 1.60 -0.01
C27 -5.06 0.11 -2.18
F7 -4.18 0.73 -1.41
F8 -4.42 -0.85 -2.68
F9 -6.19 -0.21 -1.41
S3 -5.51 1.30 -3.65
O13 -5.97 2.52 -2.98
O14 -4.24 1.47 -4.36
O15 -6.53 0.67 -4.48

Calculated values
- Total charge: +1
- HOMO (spin up / spin down): -6.380 / -9.151 eV
- 2S+1: 2
- <S²>: 0.75
- DFT total energy: -153582.43899 eV